{"formula": "C31H54ClF13N9O4P2S3", "method": "wB97M-V/def2-TZVPD", "lumo_energy_ev": -4.10, "homo_ev": -9.508, "total_charge": 1, "symbols": ["O", "O", "C", "C", "N", "C", "C", "C", "C", "F", "F", "C", "F", "F", "C", "F", "F", "C", "F", "F", "S", "F", "F", "F", "F", "F", "C", "C", "C", "C", "S", "C", "S", "N", "C", "C", "N", "C", "C", "C", "Cl", "H", "H", "H", "H", "H", "H", "H", "H", "H", "H", "H", "H", "H", "H", "H", "H", "H", "H", "O", "P", "N", "C", "C", "N", "C", "C", "N", "C", "C", "H", "H", "H", "H", "H", "H", "H", "H", "H", "H", "H", "H", "H", "H", "H", "H", "H", "H", "O", "P", "N", "C", "C", "N", "C", "C", "N", "C", "C", "H", "H", "H", "H", "H", "H", "H", "H", "H", "H", "H", "H", "H", "H", "H", "H", "H", "H"], "coordinates": [[7.9732, -2.8911, 3.2041], [6.5871, -3.1418, 3.0797], [5.8960, -1.9324, 3.2624], [4.9511, -1.6000, 2.1135], [3.7861, -1.0261, 2.4400], [2.8500, -0.6486, 1.5395], [1.5910, 0.0162, 2.0457], [0.4593, -0.9496, 2.4236], [0.6838, -1.8571, 3.6356], [-0.4816, -2.5379, 3.7739], [1.6765, -2.7334, 3.3435], [0.8865, -1.1243, 4.9695], [1.9392, -0.2635, 4.9288], [-0.1855, -0.3136, 5.0798], [0.9610, -1.9470, 6.3168], [1.6587, -1.2143, 7.1965], [-0.2865, -1.9711, 6.8196], [1.4340, -3.4310, 6.3305], [1.0338, -3.9129, 7.5144], [0.8503, -4.2217, 5.4412], [3.3063, -3.7347, 6.2857], [3.2196, -4.4284, 4.8595], [3.0686, -5.1713, 6.9150], [3.4639, -3.1747, 7.7489], [3.5744, -2.2980, 5.6239], [4.8605, -3.9907, 6.2584], [3.0798, -0.8939, 0.1929], [2.1204, -0.5387, -0.9145], [1.3869, -1.7591, -1.5256], [2.2660, -2.4805, -2.5605], [1.3002, -3.5896, -3.6125], [1.9975, -5.1808, -3.2376], [2.4175, -5.5904, -1.7120], [2.1670, -6.0696, -4.2712], [1.5143, -6.0418, -5.5038], [1.9622, -7.0919, -6.2234], [2.9284, -7.7845, -5.4795], [3.0033, -7.1714, -4.3477], [4.2909, -1.4911, -0.1721], [5.2412, -1.8331, 0.7800], [6.7160, -2.5181, 0.2170], [8.2770, -2.5959, 2.3291], [5.2805, -2.0441, 4.1609], [6.5641, -1.0793, 3.4014], [3.5842, -0.8493, 3.4209], [1.2257, 0.5864, 1.1935], [1.8144, 0.7786, 2.7927], [-0.5029, -0.4552, 2.5435], [0.3233, -1.6467, 1.5907], [1.3899, 0.2242, -0.6584], [2.7277, -0.1114, -1.7184], [0.5146, -1.3932, -2.0713], [1.0749, -2.4769, -0.7645], [2.9867, -3.0967, -2.0189], [2.8234, -1.7818, -3.1874], [0.7916, -5.2988, -5.7963], [1.6554, -7.3890, -7.2111], [3.6635, -7.5090, -3.5651], [4.4771, -1.6841, -1.2201], [2.0751, 3.5340, -1.7908], [1.1309, 4.7243, -1.8932], [1.9162, 5.5902, -0.6006], [1.8250, 5.2892, 0.8127], [3.2264, 6.1371, -0.9515], [-0.3344, 3.8733, -1.5009], [-0.6438, 3.4475, -0.1509], [-0.5881, 2.7678, -2.4187], [0.1752, 6.2374, -2.1118], [0.5661, 7.0531, -3.2636], [-0.2625, 7.0507, -1.0088], [2.2139, 6.1321, 1.3900], [2.3858, 4.3860, 1.0961], [0.7953, 5.1743, 1.1426], [3.1857, 7.2319, -1.0010], [3.5722, 5.7758, -1.9219], [3.9893, 5.8567, -0.2232], [0.1908, 2.9074, 0.3293], [-1.5105, 2.7838, -0.1556], [-0.9326, 4.2904, 0.4777], [0.0149, 1.8820, -2.1681], [-0.3572, 3.0477, -3.4496], [-1.6399, 2.4866, -2.3987], [1.4867, 7.6241, -3.0787], [-0.2272, 7.7540, -3.5302], [0.7370, 6.4138, -4.1349], [0.5327, 7.6858, -0.5991], [-0.6793, 6.4501, -0.2017], [-1.0682, 7.7005, -1.3610], [-4.0460, -0.3935, -1.2183], [-5.3898, 0.2979, -1.1701], [-6.4460, -1.0512, -0.9781], [-6.8779, -1.9575, -2.0252], [-6.3227, -1.7308, 0.3104], [-5.3539, 1.0153, -2.7620], [-5.7322, 0.2823, -3.9604], [-4.1036, 1.7232, -2.9951], [-6.6304, 1.4630, -0.6947], [-6.4752, 2.0271, 0.6492], [-8.0112, 1.2957, -1.0554], [-7.7203, -2.5528, -1.6648], [-6.0831, -2.6409, -2.3532], [-7.2594, -1.4285, -2.8943], [-7.2190, -1.5669, 0.9199], [-5.4646, -1.3678, 0.8820], [-6.1848, -2.8065, 0.1881], [-5.2416, -0.6982, -4.0370], [-5.4679, 0.8549, -4.8503], [-6.8131, 0.1486, -4.0171], [-3.2876, 1.0386, -3.2630], [-3.7988, 2.2745, -2.1007], [-4.2210, 2.4572, -3.7949], [-6.7876, 1.3264, 1.4375], [-7.0561, 2.9453, 0.7545], [-5.4282, 2.2886, 0.8283], [-8.5319, 0.5623, -0.4265], [-8.1249, 1.0037, -2.0987], [-8.5165, 2.2584, -0.9445]], "forces_ev_per_a": [[0.5, 0.1, 0.4], [0.0, 0.3, -0.4], [-0.8, 0.2, 0.2], [1.1, -0.6, 0.4], [-0.1, 0.1, -0.7], [-0.5, 0.1, 0.2], [0.0, 0.3, -0.5], [0.4, -0.2, 0.0], [-0.9, 0.5, -1.2], [0.2, -0.4, 0.3], [0.2, 0.0, 0.5], [-0.3, 0.6, 0.4], [0.6, -0.6, -0.3], [-0.1, -0.1, 0.0], [-0.8, 0.6, 0.2], [0.6, -0.2, -0.2], [-0.2, -0.4, -0.5], [-0.1, -1.0, 1.1], [0.3, 0.4, 0.3], [0.0, 0.6, -0.6], [0.5, -2.1, 0.6], [0.0, 0.8, -0.3], [0.0, 0.1, -0.1], [-0.1, 0.8, -0.3], [-0.2, 0.1, 0.0], [-0.1, 0.2, -0.1], [0.1, 0.0, -0.2], [0.0, -0.3, -0.5], [0.3, 0.2, -0.6], [0.1, -0.3, 1.0], [0.1, -0.2, -0.7], [0.5, -0.1, 1.2], [0.2, 0.1, 0.0], [-0.6, 0.3, -0.9], [-0.3, 0.2, -0.7], [0.4, 0.1, 0.7], [-0.5, 0.3, -0.3], [0.5, -0.8, 0.2], [-0.3, 0.1, 0.4], [-0.5, 0.0, -0.4], [0.0, 0.1, 0.2], [-0.3, -0.2, -0.2], [0.1, 0.2, 0.0], [0.2, -0.2, 0.1], [0.1, -0.1, 0.0], [-0.1, 0.1, 0.1], [0.0, -0.3, 0.2], [0.2, 0.3, 0.1], [0.0, -0.1, 0.1], [0.1, 0.0, 0.2], [-0.1, 0.2, 0.1], [-0.1, 0.0, 0.3], [-0.2, 0.0, -0.1], [0.0, -0.1, -0.3], [-0.3, 0.0, -0.2], [0.0, 0.1, 0.3], [0.1, -0.1, 0.0], [-0.1, 0.4, 0.2], [0.2, 0.1, 0.0], [0.5, 0.3, -3.4], [-1.1, -0.2, 7.0], [0.0, 0.1, 0.9], [0.0, -0.3, 0.0], [-0.3, 0.3, -0.5], [-0.9, -0.2, -0.1], [0.3, 0.2, 0.3], [0.3, 0.0, -0.2], [0.5, 0.1, -4.3], [0.0, -0.1, 0.0], [0.4, -0.1, 0.7], [0.1, 0.0, -0.1], [0.0, 0.0, 0.1], [0.0, -0.1, -0.1], [0.1, 0.0, 0.1], [0.0, 0.0, 0.0], [0.0, -0.1, 0.0], [-0.1, 0.0, 0.1], [0.0, 0.0, -0.2], [0.2, 0.0, 0.1], [0.0, 0.0, -0.1], [0.1, 0.0, 0.0], [0.0, 0.1, 0.1], [-0.1, 0.1, -0.1], [0.0, 0.0, 0.1], [0.0, 0.0, 0.0], [0.0, 0.0, 0.0], [0.1, -0.1, 0.0], [0.0, -0.1, -0.2], [0.4, 1.9, 2.8], [-2.8, -2.4, -5.0], [-0.3, 0.0, -0.3], [0.1, 0.0, -0.3], [-0.1, 0.5, 0.3], [-0.6, 0.0, -0.5], [-0.1, -0.3, 0.1], [0.1, 0.0, 0.3], [2.9, 1.3, 2.8], [0.1, -0.2, 0.0], [-0.3, -0.6, -0.3], [0.1, 0.0, 0.2], [0.0, 0.0, 0.0], [0.1, 0.0, 0.1], [0.0, -0.1, 0.0], [0.0, 0.0, 0.0], [0.1, 0.0, -0.1], [0.0, 0.0, -0.1], [0.1, 0.1, 0.1], [0.0, -0.1, 0.1], [0.0, 0.0, 0.1], [0.0, 0.0, 0.0], [-0.2, -0.1, 0.0], [-0.1, 0.1, 0.1], [0.0, 0.0, -0.1], [0.0, 0.0, 0.0], [0.0, 0.0, -0.1], [0.1, -0.1, 0.0], [0.2, 0.1, 0.1]], "lowdin_charge": [-0.010, -0.150, -0.120, -0.143, 0.204, -0.114, -0.069, -0.024, -0.440, 0.139, 0.125, -0.327, 0.121, 0.162, -0.355, 0.163, 0.169, -0.430, 0.142, 0.161, 0.787, -0.131, -0.111, -0.101, -0.156, -0.100, -0.101, -0.120, -0.218, -0.514, 0.934, -1.024, 0.708, -0.148, -0.091, -0.105, 0.084, -0.177, 0.026, -0.521, 0.838, 0.067, 0.113, 0.157, 0.161, 0.101, 0.133, 0.145, 0.141, 0.099, 0.130, 0.108, 0.112, 0.014, 0.086, 0.101, 0.104, 0.114, 0.125, -0.297, 0.799, -0.356, -0.138, -0.123, -0.323, -0.138, -0.138, -0.331, -0.143, -0.129, 0.089, 0.078, 0.049, 0.079, 0.070, 0.083, 0.069, 0.081, 0.062, 0.067, 0.083, 0.049, 0.074, 0.080, 0.075, 0.088, 0.067, 0.095, -0.296, 0.743, -0.338, -0.127, -0.127, -0.321, -0.139, -0.172, -0.335, -0.140, -0.125, 0.087, 0.088, 0.049, 0.078, 0.067, 0.082, 0.085, 0.082, 0.061, 0.076, 0.061, 0.088, 0.075, 0.079, 0.070, 0.085, 0.075, 0.092]}